16
Properties=species:S:1:pos:R:3 method="wB97M-V/def2-TZVPD" orbital_gap_ha=0.44397 smiles=CC.CC e_homo_ev=-10.958 fmax_ev_per_a=2.956 lumo_energy_ev=1.12 relative_energy_ev=0.851
C -1.34 1.26 -0.81
C -0.22 1.98 -1.54
H -1.27 1.36 0.28
H -2.42 1.40 -1.18
H -1.23 0.21 -1.18
H 0.79 1.80 -1.21
H -0.10 1.76 -2.58
H -0.49 3.04 -1.35
C 1.05 -2.29 1.32
C 0.42 -0.95 1.05
H 1.95 -2.38 0.77
H 1.45 -2.35 2.35
H 0.56 -3.26 1.13
H -0.63 -0.77 1.27
H 0.95 -0.18 1.66
H 0.71 -0.62 0.04

21
Properties=species:S:1:pos:R:3 method="wB97M-V/def2-TZVPD" orbital_gap_ha="0.14621 / 0.38901" e_homo_ev="-3.296 / -10.095" fmax_ev_per_a=5.984 lumo_energy_ev="0.68 / 0.49" relative_energy_ev=3.611 spin_multiplicity=2
C 1.23 0.07 -1.10
C -0.10 -0.49 -0.85
C -1.10 0.48 -0.03
C -1.57 0.16 1.18
C -1.50 1.70 -0.84
N 2.09 0.50 0.14
H 1.84 -0.72 -1.61
H 1.22 1.02 -1.89
H -0.18 -1.49 -0.31
H -0.61 -0.64 -1.83
H -1.18 -0.72 1.73
H -2.15 0.67 1.82
H -0.74 2.40 -1.00
H -1.81 1.28 -1.74
H -2.31 2.23 -0.39
H 1.34 0.81 0.77
H 2.53 -0.34 0.62
H 2.80 1.09 -0.13
H -0.09 -2.08 2.26
H -0.18 -3.28 1.49
O 0.47 -2.66 1.71

22
Properties=species:S:1:pos:R:3 method="wB97M-V/def2-TZVPD" orbital_gap_ha=0.36276 smiles=CCN[C@@H](C)CC e_homo_ev=-8.704 fmax_ev_per_a=1.986 lumo_energy_ev=1.17 relative_energy_ev=0.992
C 1.71 -1.73 2.18
C 0.46 -1.39 1.39
N 0.78 -0.28 0.45
C -0.85 0.98 -2.71
C 0.18 1.03 -1.55
C -0.34 0.24 -0.34
C -1.38 1.03 0.44
H 2.60 -1.20 1.88
H 1.86 -2.80 2.09
H 1.59 -1.55 3.25
H -0.43 -1.10 1.96
H 0.11 -2.19 0.73
H 1.13 0.50 1.02
H -0.42 0.22 -3.37
H -1.85 0.71 -2.41
H -0.83 1.88 -3.33
H 0.40 2.06 -1.27
H 1.15 0.63 -1.84
H -0.81 -0.70 -0.66
H -1.64 2.04 0.11
H -2.35 0.52 0.49
H -1.08 1.12 1.49

6
Properties=species:S:1:pos:R:3 method="wB97M-V/def2-TZVPD" orbital_gap_ha="0.29741 / 0.25725" e_homo_ev="-8.372 / -7.970" fmax_ev_per_a=3.550 lumo_energy_ev="-0.28 / -0.97" relative_energy_ev=6.187
C -0.21 -0.39 -1.55
N 0.48 0.97 2.15
O -0.29 0.19 2.57
I 0.54 1.07 -0.21
H -1.18 -0.68 -1.16
H 0.66 -1.17 -1.80

122
Properties=species:S:1:pos:R:3 method="wB97M-V/def2-TZVPD" orbital_gap_ha=0.27242 e_homo_ev=-5.528 fmax_ev_per_a=1.841 lumo_energy_ev=1.88 relative_energy_ev=0.692 charge=-1
Rb -1.05 -0.35 -0.45
O 0.98 -0.21 -3.96
C 1.13 -1.52 -4.49
C -0.11 -2.36 -4.32
N -0.56 -2.40 -2.93
C -1.87 -3.05 -2.80
C -2.48 -2.69 -1.44
O -2.24 -3.44 -0.46
O -3.15 -1.61 -1.40
C 0.45 -2.98 -2.04
C 1.43 -1.96 -1.43
O 2.44 -2.41 -0.86
O 1.10 -0.72 -1.51
H 1.02 -0.31 -2.99
H 2.00 -2.01 -4.04
H 1.33 -1.43 -5.56
H 0.09 -3.38 -4.70
H -0.92 -1.93 -4.91
H -1.79 -4.14 -2.88
H -2.53 -2.68 -3.58
H 1.04 -3.76 -2.54
H -0.05 -3.46 -1.20
N -3.81 -2.61 1.84
N -4.77 -1.95 1.05
C -4.46 -0.74 0.54
N -5.33 -0.21 -0.35
N -3.48 -0.05 1.16
N -2.94 1.03 0.58
O -2.16 1.69 1.29
O -3.12 1.32 -0.63
H -3.16 -3.06 1.19
H -4.30 -3.31 2.37
H -5.32 -2.52 0.44
H -5.82 -0.88 -0.93
H -4.93 0.55 -0.88
O -1.04 4.47 0.25
H -1.37 3.64 0.63
H -0.64 4.21 -0.58
C 3.46 4.08 -2.44
As 2.50 2.45 -2.84
C 3.64 1.08 -2.11
C 2.74 2.37 -4.74
S 0.55 2.60 -2.16
H 4.48 4.02 -2.82
H 3.46 4.23 -1.36
H 2.92 4.90 -2.91
H 4.32 0.74 -2.90
H 3.03 0.25 -1.74
H 4.21 1.52 -1.29
H 3.81 2.33 -4.94
H 2.31 3.28 -5.16
H 2.24 1.49 -5.14
N -2.33 0.10 -3.53
C -2.66 1.23 -4.19
S -4.26 1.75 -4.31
N -1.59 1.79 -4.83
C -1.41 3.15 -5.20
C -0.47 3.40 -6.20
C -0.15 4.70 -6.55
C -0.78 5.77 -5.93
C -1.72 5.51 -4.94
C -2.04 4.21 -4.57
H -3.02 -0.33 -2.94
H -1.37 -0.09 -3.29
H -0.72 1.27 -4.73
H 0.00 2.55 -6.69
H 0.58 4.88 -7.33
H -0.52 6.79 -6.20
H -2.21 6.34 -4.43
H -2.75 4.03 -3.79
C -1.43 -0.34 6.84
C -0.68 0.90 6.30
C -0.46 0.82 4.77
C -0.21 -0.63 4.33
C -1.50 -1.46 4.59
C -2.34 -0.92 5.76
P 0.18 -0.74 2.53
C 1.65 0.37 2.23
C 2.77 0.39 3.29
C 3.59 1.70 3.24
C 3.74 2.15 1.79
C 2.37 2.58 1.22
C 1.21 1.80 1.86
C 1.00 -2.40 2.36
C 2.00 -2.85 3.46
C 1.50 -4.07 4.23
C 1.27 -5.27 3.30
C 0.65 -4.84 1.95
C -0.05 -3.49 2.07
H -1.99 -0.08 7.74
H -0.71 -1.11 7.13
H 0.28 0.99 6.80
H -1.25 1.80 6.53
H 0.38 1.46 4.51
H -1.33 1.21 4.23
H 0.61 -1.03 4.93
H -1.22 -2.50 4.80
H -2.12 -1.49 3.69
H -2.97 -1.71 6.16
H -3.01 -0.13 5.40
H 2.05 -0.07 1.31
H 3.44 -0.46 3.12
H 2.36 0.26 4.30
H 4.56 1.54 3.71
H 3.09 2.48 3.81
H 4.15 1.32 1.21
H 4.46 2.98 1.71
H 2.35 2.42 0.14
H 2.22 3.65 1.37
H 0.36 1.77 1.18
H 0.86 2.33 2.75
H 1.56 -2.28 1.43
H 2.22 -2.04 4.16
H 2.96 -3.11 2.98
H 0.56 -3.81 4.74
H 2.21 -4.33 5.02
H 0.63 -6.00 3.80
H 2.23 -5.77 3.12
H -0.06 -5.60 1.59
H 1.42 -4.75 1.19
H -0.81 -3.53 2.87
H -0.58 -3.26 1.15

101
Properties=species:S:1:pos:R:3 method="wB97M-V/def2-TZVPD" orbital_gap_ha=0.23832 e_homo_ev=-6.440 fmax_ev_per_a=16.179 lumo_energy_ev=0.05
C 0.01 1.91 0.19
C -0.42 0.68 1.07
C -0.68 -0.66 0.43
O 0.54 -1.29 -0.09
C 0.39 -2.67 -0.21
N 0.63 0.67 2.09
H 0.92 1.62 -0.35
H 0.07 2.81 0.80
H -0.88 2.09 -0.41
H -1.37 1.00 1.49
H -1.49 -0.49 -0.28
H -1.24 -1.20 1.19
H 0.69 -3.17 0.72
H 1.14 -3.09 -0.87
H -0.63 -2.90 -0.52
H 0.89 1.64 2.20
H 1.35 0.15 1.61
C 2.98 2.14 1.04
C 3.32 1.57 -0.32
C 3.59 0.04 -0.34
O 4.40 -0.34 -1.42
C 5.77 -0.29 -1.17
N 2.13 1.78 -1.08
H 2.88 3.22 0.97
H 3.68 1.94 1.85
H 2.00 1.84 1.42
H 4.12 2.16 -0.77
H 2.66 -0.53 -0.27
H 3.96 -0.26 0.64
H 6.09 0.66 -0.74
H 6.26 -0.38 -2.14
H 6.14 -1.13 -0.58
H 2.51 1.59 -2.00
H 1.39 1.11 -0.95
C -0.30 0.42 -2.01
C -1.32 0.61 -3.16
C -1.60 -0.80 -3.88
O -0.60 -1.54 -4.59
C 0.10 -2.38 -3.65
N -2.46 1.21 -2.61
H -0.35 1.39 -1.51
H 0.73 0.34 -2.36
H -0.62 -0.30 -1.26
H -0.76 1.27 -3.82
H -2.45 -0.58 -4.53
H -2.05 -1.39 -3.07
H 0.65 -1.81 -2.90
H 0.77 -3.08 -4.15
H -0.42 -3.13 -3.05
H -3.20 1.23 -3.29
H -2.87 0.58 -1.94
C -1.49 3.93 1.59
C -1.65 3.89 3.13
O -2.35 2.64 3.38
H -2.41 4.01 1.01
H -1.08 2.99 1.24
H -0.93 4.84 1.40
H -2.17 4.82 3.38
H -0.74 3.86 3.73
H -3.30 2.78 3.38
C 3.04 -2.46 1.90
C 2.06 -1.30 2.22
O 2.06 -0.60 0.97
H 4.01 -2.03 1.64
H 2.83 -3.04 1.00
H 3.11 -3.17 2.73
H 2.60 -0.57 2.83
H 1.09 -1.66 2.57
H 1.32 -0.93 0.45
C -1.53 -0.09 4.41
O -1.48 -1.29 4.72
N -2.48 0.79 4.71
N -0.57 0.43 3.71
H -3.10 0.47 5.43
H -2.41 1.76 4.43
H 0.14 -0.23 3.44
H -0.85 1.23 3.16
C 1.28 -3.88 -2.37
O 0.42 -3.86 -1.46
N 2.29 -3.04 -2.61
N 1.25 -4.75 -3.25
H 2.74 -3.07 -3.51
H 2.52 -2.16 -2.17
H 1.82 -4.72 -4.09
H 0.61 -5.49 -3.00
C -3.74 1.51 1.54
O -4.34 1.28 2.58
N -4.31 1.67 0.34
N -2.47 1.85 1.47
H -5.19 1.19 0.15
H -3.56 1.87 -0.30
H -1.99 1.80 2.35
H -2.06 2.38 0.71
C -2.72 -1.16 -1.30
O -1.65 -1.62 -1.15
N -3.69 -1.63 -2.11
N -3.19 -0.15 -0.61
H -3.62 -2.54 -2.54
H -4.59 -1.20 -1.95
H -2.57 0.09 0.14
H -4.06 0.30 -0.89

11
Properties=species:S:1:pos:R:3 method="wB97M-V/def2-TZVPD" orbital_gap_ha=0.34396 e_homo_ev=-10.136 fmax_ev_per_a=4.990 lumo_energy_ev=-0.78 relative_energy_ev=7.176
C 0.39 0.01 -0.03
C 1.57 0.40 -0.50
C -1.94 0.47 0.24
O -0.61 0.89 0.30
O 3.02 -1.07 -0.43
F 2.15 1.48 -0.87
F -2.05 -0.79 0.73
F 2.20 -1.95 0.23
H 0.34 -1.04 0.08
H -2.56 0.37 -0.66
H -2.50 1.23 0.89

8
Properties=species:S:1:pos:R:3 method="wB97M-V/def2-TZVPD" orbital_gap_ha=0.37178 smiles="C#CON=C" e_homo_ev=-9.378 fmax_ev_per_a=2.918 lumo_energy_ev=0.74 relative_energy_ev=4.792
C -1.98 0.44 -1.46
C -0.96 -0.12 -1.06
C 1.49 -0.04 1.23
N 1.12 0.16 0.05
O -0.27 -0.63 -0.08
H -2.72 0.51 -2.18
H 2.45 0.26 1.63
H 0.88 -0.57 1.87

31
Properties=species:S:1:pos:R:3 method="wB97M-V/def2-TZVPD" orbital_gap_ha="0.29774 / 0.15424" e_homo_ev="-19.164 / -19.382" fmax_ev_per_a=10.790 lumo_energy_ev="-11.06 / -15.19" relative_energy_ev=0.000 spin_multiplicity=6 charge=+3
Fe -0.27 0.58 -0.40
O -3.01 0.01 -1.28
C -1.94 0.21 -0.88
C 0.58 1.74 0.84
O 1.26 2.20 1.66
C -0.94 -0.26 1.48
O -1.48 -0.31 2.51
C -0.47 1.82 -1.66
O -0.75 2.83 -2.16
C -3.41 4.11 1.25
H -3.67 4.30 0.22
H -4.02 3.43 1.83
C -2.26 4.63 1.76
H -2.05 4.54 2.83
H -1.62 5.30 1.16
C 0.28 -4.35 0.10
N 1.02 -3.13 -0.27
C 2.16 -3.10 -1.04
C 2.79 -1.93 -1.34
C 2.18 -0.72 -0.97
N 1.04 -0.76 -0.23
C 0.54 -1.96 0.24
O -0.42 -2.00 1.08
N 2.53 0.54 -1.33
H -0.68 -4.02 0.51
H 0.83 -4.90 0.86
H 0.12 -4.97 -0.78
H 2.52 -4.06 -1.34
H 3.69 -1.89 -1.93
H 3.39 0.76 -1.81
H 2.04 1.36 -0.92

13
Properties=species:S:1:pos:R:3 method="wB97M-V/def2-TZVPD" orbital_gap_ha=0.34834 e_homo_ev=-13.868 fmax_ev_per_a=2.083 lumo_energy_ev=-4.39 relative_energy_ev=2.502 charge=+1
C -0.38 -0.25 -0.38
C 0.88 0.49 -0.75
N -0.88 0.86 0.14
N -0.91 -1.41 -0.70
N 0.24 1.67 -0.16
I 2.78 -0.19 0.03
H 0.29 -0.49 1.69
H 1.00 0.62 -1.83
H -1.76 1.16 0.53
H -1.87 -1.63 -0.49
H -0.35 -2.12 -1.14
H 0.27 -0.79 2.42
H 0.69 2.10 0.65

66
Properties=species:S:1:pos:R:3 method="wB97M-V/def2-TZVPD" orbital_gap_ha="0.21450 / 0.21332" e_homo_ev="-6.683 / -6.690" fmax_ev_per_a=1.935 lumo_energy_ev="-0.85 / -0.89" relative_energy_ev=1.777 spin_multiplicity=2
Fe 0.11 0.52 0.35
N -3.28 -2.19 0.94
C -2.13 -1.54 0.73
S -2.07 -0.42 -0.60
N -1.11 -1.82 1.49
N 0.03 -1.17 1.21
C 1.13 -1.67 1.72
C 1.09 -2.72 2.75
C 0.38 -2.46 3.93
C 0.39 -3.38 4.97
C 1.08 -4.57 4.85
C 1.76 -4.85 3.67
C 1.76 -3.93 2.63
C 2.37 -1.07 1.26
C 3.63 -1.51 1.68
C 4.76 -0.89 1.19
C 4.63 0.18 0.30
C 3.35 0.57 -0.03
N 2.25 -0.03 0.41
H -4.10 -1.86 0.47
H -3.39 -2.73 1.78
H -0.15 -1.52 4.04
H -0.15 -3.15 5.88
H 1.10 -5.28 5.67
H 2.30 -5.79 3.56
H 2.26 -4.18 1.70
H 3.71 -2.31 2.39
H 5.75 -1.22 1.50
H 5.49 0.69 -0.09
H 3.20 1.42 -0.69
S -1.89 1.61 1.37
C -1.56 1.60 3.06
C -2.69 1.69 3.93
N -3.62 1.78 4.60
C -0.30 1.52 3.54
S 1.05 1.41 2.47
C -0.02 1.54 4.93
N 0.23 1.55 6.06
O 2.11 0.15 -6.30
C 1.61 -1.02 -5.69
C 1.26 -0.73 -4.26
C 0.83 -1.76 -3.42
C 0.48 -1.45 -2.12
N 0.55 -0.22 -1.63
C 0.98 0.77 -2.41
C 1.33 0.54 -3.74
C 0.99 2.11 -1.81
C 1.56 3.21 -2.44
C 1.51 4.46 -1.84
C 2.21 5.63 -2.50
O 3.58 5.35 -2.76
C 0.87 4.56 -0.62
C 0.36 3.42 -0.03
N 0.43 2.21 -0.58
H 2.28 -0.02 -7.23
H 2.34 -1.83 -5.73
H 0.71 -1.37 -6.20
H 0.75 -2.78 -3.78
H 0.12 -2.21 -1.44
H 1.65 1.35 -4.38
H 2.06 3.09 -3.39
H 2.09 6.52 -1.88
H 1.76 5.82 -3.47
H 4.04 5.24 -1.92
H 0.78 5.52 -0.11
H -0.11 3.48 0.94

12
Properties=species:S:1:pos:R:3 method="wB97M-V/def2-TZVPD" orbital_gap_ha="0.27883 / 0.27866" e_homo_ev="-8.058 / -8.056" fmax_ev_per_a=4.751 lumo_energy_ev="-0.47 / -0.47" relative_energy_ev=5.175
C 0.59 -0.14 0.56
C -0.40 0.37 -0.18
C -0.48 -2.15 0.86
C -0.25 1.72 -0.83
N -1.29 -0.37 -0.80
O 1.49 0.11 1.53
S -1.60 -1.91 -0.41
Cl 0.04 -3.73 1.16
H 0.65 2.24 -0.41
H -0.05 1.57 -1.82
H -1.07 2.40 -0.86
H 2.38 -0.11 1.22